# 1
Here is C34H59AlF3O13 as an isolated structure from OMol25. Energies are from wB97M-V/def2-TZVPD.

```
! RIJCOSX wB97M-V def2-TZVPD def2/J DEFGRID3
* xyz -1 1
C 4.290 0.323 0.587
C 3.156 1.304 0.347
O 3.020 2.253 1.107
O 2.339 1.068 -0.698
C 1.016 0.663 -0.180
C 0.162 -0.003 -1.230
Al -1.230 -1.056 -0.174
C -2.952 -1.461 -1.183
C -3.940 -2.181 -0.225
C -4.649 -1.255 0.751
F -4.232 -1.433 2.017
F -4.525 0.039 0.494
F -5.985 -1.536 0.769
C -0.390 -2.712 0.629
O 0.439 -3.444 -0.353
C 1.590 -3.912 0.234
C 2.760 -3.362 -0.170
C 3.935 -3.749 0.409
C 3.896 -4.677 1.394
C 2.719 -5.247 1.787
C 1.553 -4.861 1.209
H 5.236 0.844 0.677
H 4.329 -0.375 -0.246
H 4.056 -0.224 1.495
H 1.186 -0.038 0.643
H 0.476 1.505 0.249
H -0.292 0.776 -1.841
H 0.817 -0.651 -1.814
H -1.652 -0.104 1.078
H -2.811 -2.140 -2.026
H -3.403 -0.554 -1.587
H -4.666 -2.784 -0.765
H -3.354 -2.858 0.394
H 0.272 -2.363 1.427
H -1.075 -3.425 1.105
H 2.705 -2.619 -0.951
H 4.838 -3.265 0.074
H 4.815 -4.982 1.873
H 2.702 -5.977 2.575
H 0.590 -5.253 1.492
O 1.678 -5.857 4.764
C 0.915 -5.021 5.164
O 0.220 -4.312 4.262
C -0.816 -3.380 4.584
C -0.256 -2.020 4.945
C 0.782 -4.702 6.636
H -1.470 -3.785 5.360
H -1.417 -3.294 3.680
H 0.378 -2.067 5.832
H -1.064 -1.314 5.135
H 0.359 -1.641 4.129
H 1.611 -4.060 6.930
H 0.840 -5.635 7.192
H -0.156 -4.222 6.906
O 4.607 2.749 -3.404
C 3.934 3.689 -3.074
O 3.366 4.449 -4.028
C 2.424 5.486 -3.729
C 3.123 6.774 -3.336
C 3.782 4.081 -1.623
H 1.712 5.152 -2.983
H 1.861 5.644 -4.644
H 3.721 6.650 -2.432
H 2.393 7.566 -3.159
H 3.803 7.093 -4.128
H 4.676 4.623 -1.316
H 3.686 3.178 -1.031
H 2.904 4.685 -1.410
O 6.913 -3.396 -1.917
C 6.767 -2.292 -2.367
O 5.525 -1.786 -2.450
C 5.233 -0.432 -2.828
C 5.214 -0.256 -4.331
C 7.935 -1.496 -2.905
H 5.916 0.261 -2.333
H 4.241 -0.230 -2.428
H 6.187 -0.475 -4.776
H 4.939 0.767 -4.588
H 4.494 -0.939 -4.780
H 8.170 -1.853 -3.906
H 8.791 -1.668 -2.255
H 7.766 -0.422 -2.938
O -0.449 5.548 -3.612
C -1.132 6.471 -3.269
O -1.717 7.238 -4.212
C -2.659 8.267 -3.912
C -1.974 9.562 -3.523
C -1.286 6.833 -1.810
H -3.371 7.929 -3.158
H -3.224 8.416 -4.830
H -1.376 9.446 -2.619
H -2.711 10.347 -3.347
H -1.300 9.884 -4.316
H -0.403 7.387 -1.492
H -1.351 5.910 -1.238
H -2.175 7.416 -1.583
O -10.814 -5.407 3.787
C -10.224 -4.485 3.292
O -8.952 -4.653 2.903
C -8.214 -3.660 2.175
C -7.618 -2.612 3.088
C -10.866 -3.121 3.168
H -8.832 -3.225 1.389
H -7.414 -4.204 1.676
H -8.389 -2.060 3.629
H -7.027 -1.903 2.514
H -6.978 -3.081 3.836
H -10.809 -2.619 4.133
H -11.911 -3.261 2.901
H -10.421 -2.484 2.407
*
```

For the molar mass, the calculation gives 759.809 g mol⁻¹. The calculation puts the highest occupied orbital energy at -5.3 eV. As for the LUMO energy: 0.067 Eh. The value obtained for the total energy is -2851.14807 a.u. The HOMO-LUMO gap comes out at 0.2601 Eh.

***

# 2
Here is a 5-piece molecular cluster, C49H88BN5O8S2 overall from OMol25. Energies are from wB97M-V/def2-TZVPD.

```
! RIJCOSX wB97M-V def2-TZVPD def2/J DEFGRID3
* xyz 0 1
S 1.708 1.726 2.500
C 3.292 1.571 2.180
S 4.341 3.026 2.261
C 3.360 4.311 1.392
C 2.832 5.429 2.332
C 1.285 5.675 2.217
B 0.439 4.988 3.363
C -0.847 4.086 3.169
C -1.590 4.246 1.806
C -0.976 3.447 0.638
C -1.167 1.934 0.719
C -0.337 1.152 -0.094
C -0.360 -0.213 -0.100
C -1.256 -0.877 0.751
C -2.100 -0.143 1.546
C -2.061 1.290 1.545
N 3.793 0.254 1.889
C 4.737 0.221 0.812
C 5.764 -0.720 0.780
C 6.659 -0.783 -0.275
C 6.602 0.109 -1.337
C 5.579 1.044 -1.313
C 4.667 1.084 -0.278
C 4.280 -0.372 3.110
C 3.734 -1.604 3.422
C 4.103 -2.305 4.560
C 5.060 -1.725 5.386
C 5.615 -0.502 5.062
C 5.253 0.197 3.922
H 4.013 4.740 0.620
H 2.509 3.868 0.856
H 3.290 6.369 1.982
H 3.163 5.304 3.370
H 0.903 5.467 1.208
H 1.171 6.769 2.365
H 0.828 5.139 4.487
H -0.669 3.015 3.353
H -1.566 4.402 3.953
H -2.628 3.902 1.934
H -1.583 5.314 1.537
H 0.111 3.621 0.576
H -1.410 3.781 -0.320
H 0.395 1.644 -0.744
H 0.316 -0.793 -0.731
H -1.258 -1.966 0.764
H -2.773 -0.736 2.212
H -2.714 1.883 2.215
H 5.901 -1.468 1.561
H 7.436 -1.550 -0.247
H 7.352 0.010 -2.134
H 5.492 1.766 -2.126
H 3.895 1.854 -0.339
H 2.987 -2.033 2.752
H 3.632 -3.261 4.777
H 5.340 -2.250 6.299
H 6.355 -0.088 5.749
H 5.689 1.163 3.671
C -7.451 -3.705 -1.385
O -7.810 -4.125 -0.080
C -7.203 -5.351 0.314
C -6.178 -5.115 1.406
N -5.011 -4.415 0.879
C -4.090 -3.923 1.900
C -4.600 -2.856 2.868
O -4.869 -1.602 2.257
C -6.162 -1.508 1.677
H -8.083 -2.857 -1.648
H -6.406 -3.381 -1.421
H -7.622 -4.501 -2.115
H -6.764 -5.882 -0.536
H -8.002 -5.981 0.717
H -5.864 -6.076 1.823
H -6.670 -4.540 2.202
H -5.324 -3.625 0.331
H -3.231 -3.504 1.369
H -3.719 -4.776 2.478
H -3.795 -2.665 3.585
H -5.458 -3.191 3.460
H -6.916 -2.094 2.208
H -6.131 -1.800 0.624
H -6.457 -0.458 1.710
C -5.341 0.681 7.269
O -6.551 1.132 6.688
C -7.008 2.377 7.207
C -6.901 3.472 6.162
N -5.508 3.813 5.897
C -5.316 4.671 4.730
C -5.705 4.109 3.363
O -4.890 3.035 2.925
C -5.279 1.763 3.398
H -5.169 -0.338 6.924
H -4.493 1.299 6.957
H -5.410 0.669 8.361
H -6.484 2.652 8.128
H -8.065 2.243 7.458
H -7.428 4.362 6.517
H -7.406 3.111 5.257
H -4.983 2.960 5.752
H -4.251 4.920 4.694
H -5.854 5.611 4.892
H -5.551 4.909 2.632
H -6.766 3.843 3.298
H -6.361 1.691 3.534
H -4.755 1.526 4.328
H -4.971 1.023 2.658
C -6.859 -1.230 -7.736
O -5.444 -1.233 -7.786
C -4.846 -0.107 -7.151
C -4.114 -0.520 -5.888
N -5.051 -0.921 -4.843
C -4.419 -1.566 -3.692
C -3.713 -2.901 -3.934
O -4.585 -3.968 -4.280
C -4.905 -4.047 -5.658
H -7.214 -2.034 -8.379
H -7.223 -1.413 -6.720
H -7.263 -0.284 -8.111
H -5.576 0.682 -6.950
H -4.112 0.297 -7.856
H -3.513 0.320 -5.529
H -3.435 -1.340 -6.155
H -5.725 -1.564 -5.236
H -5.209 -1.735 -2.955
H -3.711 -0.865 -3.240
H -3.253 -3.198 -2.987
H -2.893 -2.822 -4.656
H -4.087 -3.702 -6.294
H -5.817 -3.486 -5.878
H -5.106 -5.093 -5.895
C 13.050 -2.962 -3.467
O 13.318 -1.668 -3.978
C 13.483 -1.633 -5.392
C 12.329 -0.905 -6.056
N 11.097 -1.682 -5.973
C 9.898 -0.942 -6.364
C 9.496 0.263 -5.514
O 9.073 -0.065 -4.201
C 10.126 -0.199 -3.257
H 13.101 -2.905 -2.380
H 12.049 -3.304 -3.749
H 13.800 -3.681 -3.810
H 13.617 -2.635 -5.811
H 14.401 -1.071 -5.586
H 12.572 -0.729 -7.108
H 12.225 0.068 -5.558
H 10.975 -2.003 -5.022
H 9.069 -1.654 -6.341
H 10.009 -0.620 -7.404
H 8.624 0.717 -5.995
H 10.266 1.042 -5.490
H 10.971 0.460 -3.474
H 10.459 -1.239 -3.205
H 9.732 0.065 -2.274
*
```

For the molar mass, the calculation gives 950.216 g mol⁻¹. As for the SMILES: S=C(SCCCBCCCc1ccccc1)N(c1ccccc1)c1ccccc1.COCCNCCOC.COCCNCCOC.COCCNCCOC.COCCNCCOC. The calculation puts the highest occupied orbital energy at -8.1 eV. As for the LUMO energy: -0.009 Eh. The value obtained for the total energy is -3616.52667 a.u. The HOMO-LUMO gap comes out at 0.2894 Eh.

***

# 3
Here is C40H52FN6O5Si2TeV as an isolated structure from OMol25. Energies are from wB97M-V/def2-TZVPD.

```
! RIJCOSX wB97M-V def2-TZVPD def2/J DEFGRID3
* xyz 2 3
V -0.645 -0.147 0.084
C -3.964 6.791 -1.158
C -3.854 6.164 0.219
N -3.538 4.723 0.153
C -2.267 4.344 0.295
C -1.823 3.048 0.210
C -0.352 2.832 0.425
O 0.382 3.773 0.600
O 0.008 1.582 0.401
C -2.742 2.018 -0.063
O -2.431 0.781 -0.186
C -4.128 2.422 -0.216
C -5.125 1.471 -0.471
C -6.424 1.845 -0.608
F -7.338 0.878 -0.813
C -6.841 3.192 -0.520
C -5.853 4.132 -0.283
C -4.509 3.768 -0.111
N -8.176 3.604 -0.704
C -8.741 4.601 0.197
C -9.544 5.605 -0.630
N -10.123 4.872 -1.821
C -10.496 3.468 -1.440
C -9.208 2.680 -1.184
H -4.191 7.853 -1.063
H -4.747 6.324 -1.757
H -3.024 6.697 -1.701
H -4.762 6.285 0.808
H -3.056 6.625 0.797
H -1.538 5.120 0.496
H -4.866 0.425 -0.535
H -6.117 5.178 -0.274
H -7.967 5.133 0.740
H -9.375 4.124 0.954
H -8.928 6.409 -1.025
H -10.376 6.030 -0.071
H -9.416 4.834 -2.556
H -10.924 5.378 -2.197
H -11.078 3.027 -2.245
H -11.129 3.553 -0.559
H -8.872 2.224 -2.112
H -9.439 1.878 -0.480
C 2.138 -8.262 -5.576
O 2.152 -6.871 -5.286
C 3.030 -6.435 -4.356
C 3.090 -5.049 -4.184
C 3.932 -4.494 -3.245
C 4.745 -5.324 -2.468
C 4.731 -6.693 -2.690
C 3.860 -7.263 -3.607
N 5.710 -4.894 -1.501
N 5.525 -3.965 -0.704
C 4.273 -3.260 -0.613
C 4.275 -1.917 -0.862
C 3.095 -1.161 -0.730
C 1.950 -1.774 -0.309
O 0.811 -1.054 -0.146
C 1.920 -3.157 0.024
N 0.753 -3.695 0.468
C 0.757 -4.967 0.779
C 1.892 -5.799 0.705
C 3.065 -5.269 0.258
C 3.106 -3.906 -0.122
H 1.414 -8.394 -6.374
H 1.829 -8.844 -4.705
H 3.118 -8.602 -5.916
H 2.472 -4.426 -4.816
H 3.977 -3.420 -3.146
H 5.418 -7.315 -2.129
H 3.861 -8.334 -3.746
H 5.193 -1.438 -1.178
H 3.091 -0.101 -0.943
H -0.186 -5.388 1.118
H 1.818 -6.834 1.005
H 3.961 -5.871 0.200
C -2.637 -2.608 4.730
Si -2.494 -1.756 3.078
C -4.022 -0.719 2.758
C -0.979 -0.640 3.045
C -2.263 -3.104 1.781
Te -1.983 -2.565 -0.262
C -4.001 -2.057 -0.723
Si -4.949 -3.426 -1.613
C -6.636 -2.725 -2.022
C -4.028 -3.859 -3.178
C -5.100 -4.907 -0.476
H -2.811 -1.885 5.531
H -1.727 -3.159 4.974
H -3.468 -3.317 4.739
H -4.184 -0.049 3.606
H -4.919 -1.334 2.652
H -3.911 -0.104 1.863
H -0.739 -0.304 4.057
H -1.134 0.274 2.460
H -0.085 -1.157 2.682
H -3.065 -3.845 1.798
H -1.332 -3.625 2.010
H -3.933 -1.172 -1.359
H -4.483 -1.772 0.214
H -6.557 -1.865 -2.693
H -7.167 -2.408 -1.121
H -7.253 -3.476 -2.523
H -3.717 -2.967 -3.729
H -4.669 -4.444 -3.841
H -3.135 -4.454 -2.977
H -6.028 -4.879 0.098
H -4.273 -4.966 0.237
H -5.094 -5.839 -1.046
*
```

For the molar mass, the calculation gives 950.607 g mol⁻¹. The calculation puts the highest occupied orbital energy (spin up / spin down) at -11.0 / -11.0 eV. As for the LUMO energy (spin up / spin down): -0.193 / -0.193 Eh. As for the expectation value of S²: 2.027. The value obtained for the total energy is -4150.64356 a.u. The HOMO-LUMO gap (spin up / spin down) comes out at 0.2097 / 0.2098 Eh.

***

# 4
Here is a 2-piece molecular cluster, C2H3NO3 overall from OMol25. Energies are from wB97M-V/def2-TZVPD.

```
! RIJCOSX wB97M-V def2-TZVPD def2/J DEFGRID3
* xyz 0 3
C 2.161 -0.031 -0.830
C -0.727 0.773 -0.362
N -0.500 -0.412 0.101
O 0.651 -0.922 0.234
O 2.476 0.887 -0.211
O -1.510 -1.323 0.707
H -1.095 -1.640 1.487
H -1.645 1.436 -0.378
H 0.190 1.233 -0.749
*
```

For the molar mass, the calculation gives 89.050 g mol⁻¹. The calculation puts the highest occupied orbital energy (spin up / spin down) at -6.9 / -10.7 eV. As for the LUMO energy (spin up / spin down): 0.029 / -0.088 Eh. As for the expectation value of S²: 2.009. The value obtained for the total energy is -358.19495 a.u. The HOMO-LUMO gap (spin up / spin down) comes out at 0.2830 / 0.3057 Eh.